Computed, not measured: a cluster of 2 separate species, C4H10OS in total, with ωB97M-V/def2-TZVPD.

Geometry as ORCA input:
```
! RIJCOSX wB97M-V def2-TZVPD def2/J DEFGRID3
* xyz 1 2
C -1.4489 -1.5706 -0.1293
S -2.1153 0.0561 0.1936
C -1.0333 1.1399 -0.6787
H -0.3692 -1.4838 -0.1542
H -1.8248 -1.9294 -1.0840
H -1.8218 -2.2066 0.6669
H -1.5009 2.1232 -0.6647
H -0.0846 1.1711 -0.1362
H -0.8554 0.7966 -1.6937
O 2.1894 1.1901 -0.4274
C 2.3431 0.0024 -0.2836
C 2.3045 -0.6806 1.0581
H 2.5656 -0.6173 -1.1755
H 3.2351 -0.4642 1.5824
H 2.2488 -1.7659 0.9307
H 1.4391 -0.3471 1.6381
*
```

Its energy above the lowest of the compared OMol25 structures with the same formula, charge and spin is 0.0 kcal/mol. The LUMO energy (spin up / spin down) is -3.3142 / -8.4412 eV. The frontier orbital gap (spin up / spin down) comes out at 10.216 / 5.082 eV. As for the HOMO energy (spin up / spin down): -13.530 / -13.524 eV.

Partial atomic charges computed with the Löwdin method, in multiples of e: C -0.280; S 1.147; C -0.306; H 0.046; H 0.082; H 0.065; H 0.070; H 0.046; H 0.088; O 0.032; C -0.322; C -0.048; H 0.126; H 0.098; H 0.078; H 0.078

---

Computed, not measured: an isolated molecule of C4H10OS2 at a distorted geometry, with ωB97M-V/def2-TZVPD.

Geometry as ORCA input:
```
! RIJCOSX wB97M-V def2-TZVPD def2/J DEFGRID3
* xyz 0 1
C 2.2643 0.8025 1.3039
S 1.5574 0.7647 -0.4491
S -0.3095 1.5513 -0.1781
C -1.3957 0.2437 0.5852
C -0.7696 -1.1435 0.7278
C -0.7150 -1.9014 -0.5636
O -1.9716 -2.6353 -0.7392
H 2.5316 -0.2355 1.4682
H 1.4571 1.1788 1.9246
H 3.0814 1.5120 1.3534
H -2.1532 0.1885 -0.1974
H -1.7313 0.7183 1.5005
H 0.1914 -1.1224 1.2394
H -1.4422 -1.6637 1.4229
H 0.1556 -2.5605 -0.6091
H -0.7767 -1.2584 -1.4424
H -1.9719 -2.9162 -1.6829
*
```

Its energy above the lowest of the compared OMol25 structures with the same formula, charge and spin is 23.2 kcal/mol. The LUMO energy is 0.7031 eV. The frontier orbital gap comes out at 9.363 eV. Its structure (SMILES) is CSSCCCO. As for the HOMO energy: -8.660 eV.

Partial atomic charges computed with the Löwdin method, in multiples of e: C -0.401; S 0.400; S 0.444; C -0.491; C -0.271; C -0.269; O -0.102; H 0.015; H 0.014; H 0.018; H 0.060; H 0.061; H 0.083; H 0.122; H 0.116; H 0.107; H 0.094

---

Computed, not measured: an isolated molecule of C4H10OSSi at a distorted geometry, with ωB97M-V/def2-TZVPD.

Geometry as ORCA input:
```
! RIJCOSX wB97M-V def2-TZVPD def2/J DEFGRID3
* xyz 0 1
C 0.2222 0.6359 -2.3624
C -0.4704 0.8499 -1.2381
Si -0.2079 0.0215 0.3930
C 1.0894 0.8632 1.6054
C -1.9416 -0.5308 1.0086
O 0.2963 -1.4661 -0.2102
S 1.6561 -2.0547 -0.8744
H 1.3026 0.2434 -2.3169
H -0.0992 1.0139 -3.4323
H -1.4525 1.3760 -1.4908
H 0.8850 1.9175 1.8634
H 1.1903 0.2036 2.4778
H 2.0439 0.6234 1.0827
H -1.9326 -1.0077 1.9661
H -2.5606 0.3422 0.9301
H -2.3352 -1.3370 0.3394
H 2.3143 -1.6944 0.2585
*
```

Its energy above the lowest of the compared OMol25 structures with the same formula, charge and spin is 35.9 kcal/mol. The LUMO energy is 0.6364 eV. The frontier orbital gap comes out at 9.156 eV. Its structure (SMILES) is C=C[Si](C)(C)OS. As for the HOMO energy: -8.519 eV.

Partial atomic charges computed with the Löwdin method, in multiples of e: C -0.108; C -0.250; Si 0.447; C -0.154; C -0.151; O -0.767; S 0.762; H 0.032; H 0.089; H 0.076; H 0.033; H 0.020; H 0.020; H 0.012; H 0.011; H 0.052; H -0.124

---

Computed, not measured: a cluster of 2 separate species, C4H10OSi2 in total at a distorted geometry, with ωB97M-V/def2-TZVPD.

Geometry as ORCA input:
```
! RIJCOSX wB97M-V def2-TZVPD def2/J DEFGRID3
* xyz 0 1
C -3.1484 0.7974 0.0372
C 0.5449 -2.4628 -0.8230
C -1.9454 1.3205 0.1497
C 0.5008 -1.7817 0.3177
O 0.4178 0.4975 2.0345
Si 2.0539 1.3195 -0.6413
Si 0.4394 0.1074 0.4957
H -3.9823 1.3762 -0.3905
H -3.3501 -0.1896 0.3837
H 0.4427 -3.5680 -0.8144
H 0.6981 -2.0386 -1.7863
H -1.8145 2.3717 0.0448
H 0.4079 -2.4130 1.2856
H 1.1119 -0.0007 2.5311
H 1.5572 2.2286 -1.7170
H 3.0748 2.3069 -0.1446
H 2.9913 0.1285 -0.9632
*
```

Its energy above the lowest of the compared OMol25 structures with the same formula, charge and spin is 81.4 kcal/mol. The LUMO energy is -0.2743 eV. The frontier orbital gap comes out at 7.853 eV. As for the HOMO energy: -8.127 eV.

Partial atomic charges computed with the Löwdin method, in multiples of e: C -0.159; C -0.080; C -0.131; C -0.285; O -0.255; Si 0.497; Si 0.424; H 0.047; H 0.017; H 0.067; H 0.041; H -0.012; H 0.089; H 0.078; H -0.119; H -0.119; H -0.099

---

Computed, not measured: an isolated molecule of C4H10S, with ωB97M-V/def2-TZVPD.

Geometry as ORCA input:
```
! RIJCOSX wB97M-V def2-TZVPD def2/J DEFGRID3
* xyz 0 1
C -1.4361 -0.6729 -0.7493
C -0.7403 -0.4947 0.5813
C 0.6946 -0.9710 0.5826
S 1.8423 -0.0082 -0.4624
C 1.2614 1.6708 -0.2079
H -0.8519 -0.2564 -1.5825
H -1.5200 -1.7361 -0.9859
H -2.4318 -0.2258 -0.7979
H -1.3279 -1.0066 1.3516
H -0.8106 0.5493 0.9182
H 0.7492 -1.9784 0.1809
H 1.0953 -1.0021 1.5882
H 1.9933 2.3464 -0.6301
H 0.2950 1.9227 -0.6518
H 1.1875 1.8629 0.8649
*
```

Its energy above the lowest of the compared OMol25 structures with the same formula, charge and spin is 0.4 kcal/mol. The LUMO energy is 1.0261 eV. The frontier orbital gap comes out at 9.474 eV. Its structure (SMILES) is CCCSC. As for the HOMO energy: -8.448 eV.

Partial atomic charges computed with the Löwdin method, in multiples of e: C -0.129; C -0.344; C -0.507; S 0.784; C -0.444; H 0.062; H 0.074; H 0.073; H 0.108; H 0.090; H 0.067; H 0.065; H 0.024; H 0.035; H 0.038

---

Computed, not measured: a cluster of 2 separate species, C4H10S in total at a distorted geometry, with ωB97M-V/def2-TZVPD.

Geometry as ORCA input:
```
! RIJCOSX wB97M-V def2-TZVPD def2/J DEFGRID3
* xyz 0 1
C -0.8472 -0.5439 2.2578
C -0.3884 -1.6911 1.6876
H -0.0626 0.0675 2.6931
H -1.9450 -0.3945 2.4454
H 0.6438 -2.0276 1.9218
H -1.0912 -2.3258 1.2113
C 0.3446 -0.1371 -2.0622
C 0.5914 0.8567 -1.0455
S 0.0267 2.7161 -1.1518
H -0.7043 -0.4268 -2.2864
H 0.7026 0.3693 -2.9957
H 0.9150 -1.0325 -1.8729
H 1.6770 1.0255 -1.0100
H 0.3172 0.7282 0.0114
H -0.1797 2.8160 0.1960
*
```

Its energy above the lowest of the compared OMol25 structures with the same formula, charge and spin is 45.8 kcal/mol. The LUMO energy is 0.9448 eV. The frontier orbital gap comes out at 9.818 eV. Its structure (SMILES) is C=C.CCS. As for the HOMO energy: -8.873 eV.

Partial atomic charges computed with the Löwdin method, in multiples of e: C -0.087; C -0.082; H 0.040; H 0.068; H 0.062; H 0.026; C -0.188; C -0.585; S 0.593; H 0.084; H 0.089; H 0.072; H 0.056; H 0.016; H -0.165